DFT (ωB97M-V with the def2-TZVPD basis set) results for C3H2N2OS2 in the gas phase in a non-equilibrium geometry.

Structure (XYZ):
```
10
Properties=species:S:1:pos:R:3:forces:R:3
S -1.07920 1.93308 -0.08335 0.467 -0.433 -0.236
C 0.08266 0.74158 0.00863 -3.297 2.062 0.943
C 1.40405 1.07390 0.29416 4.031 -1.749 -2.594
N 2.42673 0.25027 -0.07071 -3.194 1.402 1.677
O 1.99048 -1.07579 -0.19549 2.424 1.367 0.087
N 0.79263 -1.45768 0.07042 -3.104 -0.708 -0.235
C -0.24100 -0.61954 0.06033 3.111 -2.192 -0.311
S -1.74212 -1.42461 0.03579 0.417 -2.225 0.608
H 1.60881 2.12504 0.35972 0.557 0.224 0.433
H -2.40131 -0.37780 -0.21153 -1.413 2.252 -0.372
```
Positions in Å, forces in eV/Å.

Calculated values
E	-29836.722	eV
LUMO	-1.7	eV
molecular weight	146.196	Da
highest occupied orbital energy	-9.173	eV
ΔE to the lowest compared entry with this formula, charge and spin	392.9	kJ/mol

Löwdin atomic charge list, values in e, 2 entries: atom 1 (S): 0.722, atom 2 (C): -0.785